Record 1
Density functional theory data (wB97M-V/def2-TZVPD) for a structure of composition C15H18Cl3GaGeN2O2Se4.

The HOMO energy (spin up / spin down) is -10.18 / -11.52 eV. For the gap between HOMO and LUMO (spin up / spin down), the calculation gives 6.20 / 7.03 eV. The value obtained for the electronic energy is -430765.009 eV. The calculation puts the LUMO energy (spin up / spin down) at -3.984 / -4.487 eV.

```
! wB97M-V def2-TZVPD RIJCOSX def2/J DEFGRID3
* xyz 1 2
Ga -0.0704 0.1283 0.4938
O 2.0319 -2.2111 -2.1221
C 2.5023 -1.0135 -1.5601
C 3.0725 -1.1598 -0.1409
C 4.4704 -1.8055 -0.2234
O 4.3686 -3.0482 -0.9064
C 3.3594 0.2261 0.4455
Se 1.8732 1.3662 1.0667
C 2.2285 -2.0576 0.7838
Se 0.2640 -2.1198 0.5835
H 2.7671 -2.8382 -2.1193
H 1.6541 -0.3216 -1.5536
H 3.2670 -0.5402 -2.1895
H 4.8651 -1.9549 0.7879
H 5.1429 -1.1280 -0.7602
H 5.2409 -3.4464 -0.9841
H 3.8891 0.8382 -0.2856
H 3.9912 0.1385 1.3293
H 2.4541 -1.8312 1.8254
H 2.4933 -3.0970 0.5998
Se -2.8563 0.2929 -2.4856
Se -1.0436 1.4274 -1.5961
C -1.8202 2.1984 -0.0099
C -2.6683 3.2810 0.0369
C -3.0842 3.7161 1.2895
C -2.6276 3.0734 2.4306
C -1.7615 2.0041 2.2998
N -1.3809 1.5756 1.0939
C -3.2748 -0.9387 -1.0645
C -4.3248 -1.8127 -1.3168
C -4.7098 -2.6663 -0.3006
C -4.0425 -2.6112 0.9160
C -3.0041 -1.7132 1.0546
N -2.6136 -0.8829 0.0764
H -2.9755 3.7769 -0.8724
H -3.7497 4.5648 1.3719
H -2.9310 3.3979 3.4152
H -1.3599 1.4758 3.1545
H -4.8214 -1.8246 -2.2781
H -5.5204 -3.3654 -0.4558
H -4.3155 -3.2566 1.7380
H -2.4437 -1.6554 1.9802
Cl 2.3418 2.5598 -2.7701
Ge 1.6518 3.5520 -0.9550
Cl 3.3469 4.6808 -0.2629
Cl 0.1236 5.0263 -1.5604
*
```

Record 2
Density functional theory data (wB97M-V/def2-TZVPD) for a structure of composition C4H13BN2O6Tl in a non-equilibrium geometry.

The HOMO energy (spin up / spin down) is -8.34 / -8.33 eV. For the gap between HOMO and LUMO (spin up / spin down), the calculation gives 7.55 / 4.73 eV. The value obtained for the electronic energy is -24981.923 eV. The calculation puts the LUMO energy (spin up / spin down) at -0.784 / -3.608 eV.

```
! wB97M-V def2-TZVPD RIJCOSX def2/J DEFGRID3
* xyz 0 2
Tl 1.9582 2.9339 3.5214
B 2.4456 0.0482 4.8947
H 3.4701 -0.2327 4.7054
H 2.0060 -0.7975 5.4005
H 2.5132 0.9293 5.5138
H 1.9314 0.2705 3.9725
C -1.3788 0.4410 0.5032
C -0.3379 0.2897 1.6216
O -0.0096 1.1881 2.4201
O 0.4320 -0.6827 1.5978
H -2.1146 1.1607 0.8621
H -1.8851 -0.4890 0.2446
H -0.8725 0.7646 -0.4062
C 1.2285 -1.0663 -1.6753
N 2.6737 -0.8589 -1.5300
O 3.1947 -0.2264 -2.4912
O 3.0962 -1.3284 -0.4890
H 0.5717 -0.3884 -1.1301
H 0.9878 -2.0851 -1.3714
H 1.0277 -1.1092 -2.7458
C -3.5320 -0.1385 -3.1144
N -2.3590 0.5590 -3.6126
O -2.4234 1.4024 -4.5245
O -1.2583 0.1895 -3.2150
H -3.7898 0.4569 -2.2385
H -3.2362 -1.1588 -2.8704
H -4.3397 -0.0717 -3.8432
*
```

Record 3
Density functional theory data (wB97M-V/def2-TZVPD) for a structure of composition C26H30AuN5SSe2.

The HOMO energy is -18.51 eV. For the gap between HOMO and LUMO, the calculation gives 5.55 eV. The value obtained for the electronic energy is -180079.702 eV. The value obtained for the relative energy (zero: lowest compared OMol25 entry of this formula, charge and spin) is 1.4198 eV. The calculation puts the LUMO energy at -12.961 eV.

```
! wB97M-V def2-TZVPD RIJCOSX def2/J DEFGRID3
* xyz 4 1
Au -0.2941 -0.4520 0.8374
Se 1.5617 -1.9137 2.9823
Se 2.0011 0.0023 1.6120
C 2.1747 -0.6778 -0.2187
C 3.3052 -1.0157 -0.9100
C 3.1273 -1.3737 -2.2528
C 1.8603 -1.3657 -2.8151
C 0.7619 -1.0157 -2.0404
N 0.9471 -0.6710 -0.7643
C -0.1423 -1.2359 3.5920
C -0.4757 -1.4395 4.9134
C -1.7436 -1.0642 5.3555
C -2.6218 -0.4604 4.4712
C -2.2250 -0.2557 3.1637
N -1.0167 -0.6511 2.7306
H 4.2831 -1.0055 -0.4465
H 3.9862 -1.6579 -2.8483
H 1.7097 -1.6434 -3.8495
H -0.2532 -1.0252 -2.4150
H 0.2413 -1.8762 5.5966
H -2.0248 -1.2306 6.3878
H -3.6083 -0.1452 4.7814
H -2.8758 0.2116 2.4366
N -1.9439 -1.1832 -0.0705
S -3.0089 -0.1927 -0.8648
C -3.4246 -1.1012 -2.3388
C -3.0232 -2.4142 -2.5406
C -3.4364 -3.0515 -3.7036
C -4.2284 -2.3804 -4.6260
C -4.6134 -1.0630 -4.4034
C -4.2097 -0.4059 -3.2522
C -4.5021 -0.1777 0.0739
C -5.2975 -1.3181 0.1644
C -6.4522 -1.2548 0.9254
C -6.8044 -0.0675 1.5629
C -6.0090 1.0666 1.4489
C -4.8432 1.0202 0.6973
H -2.3964 -1.9265 0.4561
H -2.4126 -2.9386 -1.8181
H -3.1467 -4.0782 -3.8820
H -4.5500 -2.8872 -5.5259
H -5.2279 -0.5452 -5.1271
H -4.5135 0.6189 -3.0726
H -5.0442 -2.2237 -0.3746
H -7.0935 -2.1224 1.0024
H -7.7219 -0.0220 2.1348
H -6.3113 1.9914 1.9212
H -4.2329 1.9064 0.5674
N 1.7690 7.7364 0.4058
C 1.8966 6.9379 -0.8652
C 1.8674 5.4470 -0.5406
N 0.6965 5.0182 0.2251
C 0.5696 5.8262 1.4383
C 0.5500 7.3325 1.1934
H 1.7249 8.7344 0.1857
H 2.6080 7.6120 0.9784
H 2.8240 7.2313 -1.3542
H 1.0583 7.2311 -1.4968
H 2.7636 5.1823 0.0290
H 1.9169 4.9021 -1.4822
H -0.1375 5.1249 -0.3443
H 1.4013 5.5763 2.1039
H -0.3467 5.5650 1.9660
H 0.5497 7.8973 2.1242
H -0.3119 7.6346 0.5987
*
```

Record 4
Density functional theory data (wB97M-V/def2-TZVPD) for a cluster of 6 separate species, C18H27NO16 in total in a non-equilibrium geometry.

The SMILES is O=C1OCCO1.O=C1OCCO1.O=C1OCCO1.O=C1OCCO1.O=C1OCCO1.CN(C)C=O. The HOMO energy is -9.61 eV. For the gap between HOMO and LUMO, the calculation gives 9.94 eV. The value obtained for the electronic energy is -53353.578 eV. The value obtained for the relative energy (zero: lowest compared OMol25 entry of this formula, charge and spin) is 0.0000 eV. The calculation puts the LUMO energy at 0.330 eV.

```
! wB97M-V def2-TZVPD RIJCOSX def2/J DEFGRID3
* xyz 0 1
O -5.4351 1.1433 -2.0019
C -4.4413 0.7711 -2.5751
O -3.1935 1.2698 -2.2703
C -2.2982 0.7668 -3.2498
C -2.9974 -0.4799 -3.7947
O -4.3659 -0.2786 -3.4215
H -2.2002 1.5659 -4.0223
H -1.3326 0.4740 -2.7848
H -2.7386 -1.3692 -3.2792
H -2.9629 -0.6740 -4.8498
O 4.4222 1.2121 3.7296
C 4.4850 1.4067 2.5522
O 3.5806 2.1792 1.8693
C 3.9829 2.2348 0.4631
C 4.9948 1.1721 0.3679
O 5.4033 0.9411 1.7290
H 3.0878 2.0645 -0.1493
H 4.3265 3.2706 0.2579
H 5.8495 1.4627 -0.2298
H 4.5696 0.2139 -0.0564
O 4.2956 0.4002 -2.5880
C 3.6464 -0.4609 -3.0322
O 3.7527 -1.8062 -2.6417
C 3.0754 -2.5788 -3.6638
C 2.1748 -1.5765 -4.4315
O 2.6700 -0.3409 -3.9988
H 3.8202 -3.0682 -4.3275
H 2.5806 -3.3727 -3.1040
H 1.0874 -1.6556 -4.2587
H 2.3470 -1.7128 -5.5320
O -1.5773 1.4559 5.4416
C -0.4231 1.4019 5.1515
O 0.6432 1.9022 5.8495
C 1.8474 1.4639 5.1655
C 1.3274 1.2662 3.7818
O -0.0542 0.8257 3.9973
H 2.6718 2.1815 5.2214
H 2.2439 0.4840 5.6493
H 1.7949 0.4408 3.2499
H 1.3334 2.1489 3.1659
O -4.1436 -2.0509 -0.9954
C -4.7797 -1.1672 -0.4249
O -4.2821 -0.1988 0.3632
C -5.3656 0.5146 0.9344
C -6.5670 -0.1402 0.4718
O -6.1093 -1.1972 -0.4093
H -5.2251 0.5364 1.9765
H -5.2329 1.5135 0.5092
H -7.2189 0.5633 -0.0804
H -7.1002 -0.6499 1.2340
C -0.2462 -1.7135 1.9121
N 0.2375 -1.1078 0.7051
C 1.6317 -1.2130 0.2807
C -0.5897 -0.4969 -0.1808
O -0.1619 -0.0408 -1.2403
H -1.3136 -1.5100 2.0150
H 0.3378 -1.3888 2.8037
H -0.1596 -2.7970 1.9733
H 1.9602 -0.3060 -0.1612
H 2.1172 -1.4114 1.2751
H 1.8169 -2.0025 -0.4679
H -1.5999 -0.4815 0.1264
*
```